# 1
{
  "formula": "C9H21AlBFMgO5PSSi",
  "method": "ωB97M-V/def2-TZVPD",
  "species": ["S", "P", "Si", "Al", "Mg", "F", "O", "O", "O", "O", "O", "C", "C", "C", "C", "C", "C", "C", "C", "C", "B", "H", "H", "H", "H", "H", "H", "H", "H", "H", "H", "H", "H", "H", "H", "H", "H", "H", "H", "H", "H", "H"],
  "coordinates": [[0.415, 2.048, -2.833], [1.947, -0.286, -3.293], [-2.635, -0.249, 0.999], [-0.433, -0.728, -0.158], [-6.605, -1.667, 0.345], [2.779, -1.323, -0.624], [3.147, 0.512, -3.648], [2.804, 2.971, 0.124], [-0.245, -0.215, -1.787], [0.390, 2.848, 0.167], [0.860, 0.160, 0.490], [1.673, 0.766, -0.548], [0.759, -2.965, 1.104], [-3.260, 1.435, 0.521], [-2.319, -0.423, 2.824], [-3.880, -1.585, 0.527], [-0.252, -2.684, 0.294], [0.949, 0.503, -1.950], [3.024, 0.061, -0.433], [3.739, 0.252, 0.890], [1.638, 2.298, -0.087], [0.286, 3.712, -0.253], [-4.069, 1.329, -0.205], [0.955, -2.397, 2.008], [-2.490, 2.106, 0.134], [4.324, -0.649, 1.087], [-4.182, -1.468, -0.515], [-1.650, -1.268, 3.003], [-3.416, -2.567, 0.642], [1.480, -3.737, 0.835], [-1.824, 0.459, 3.234], [4.410, 1.105, 0.835], [-4.739, -1.501, 1.228], [-3.665, 1.875, 1.440], [3.038, 0.379, 1.716], [-0.937, -3.377, -0.186], [2.705, 3.929, 0.186], [-3.264, -0.598, 3.349], [1.640, 2.561, -3.023], [3.668, 0.393, -1.252], [0.985, -0.427, -4.302], [2.251, -1.592, -2.884]],
  "charge": 1,
  "mol_weight_g_mol": 381.49,
  "fmax_ha_per_bohr": 0.0396,
  "gap_ha": 0.1175
}

=====

# 2
{
  "formula": "C5H14N2S",
  "method": "ωB97M-V/def2-TZVPD",
  "species": ["S", "N", "N", "C", "C", "C", "C", "C", "H", "H", "H", "H", "H", "H", "H", "H", "H", "H", "H", "H", "H", "H"],
  "coordinates": [[0.394, 0.753, -1.082], [-1.357, 2.244, 3.206], [-0.494, -0.932, 1.586], [-0.838, 1.340, 2.308], [-1.058, -0.004, 2.432], [0.650, -1.673, -2.466], [1.951, -1.993, -1.716], [0.405, -0.178, -2.643], [-1.662, -0.418, 3.251], [-0.535, -0.024, -3.179], [1.183, 0.282, -3.269], [-2.238, 1.930, 3.602], [-0.212, 1.745, 1.510], [-1.447, 3.182, 2.816], [-1.435, -0.317, -0.745], [2.807, -1.497, -2.180], [-1.138, -1.696, 1.382], [2.150, -3.064, -1.711], [0.690, -2.125, -3.469], [1.878, -1.642, -0.685], [-0.294, -0.505, 0.645], [-0.164, -2.156, -1.919]],
  "charge": 1,
  "mol_weight_g_mol": 134.25,
  "e_above_lowest_kcal_mol": 61.3,
  "fmax_ha_per_bohr": 0.0762,
  "gap_ha": [0.2836, 0.2415],
  "s_squared": 0.76,
  "spin_multiplicity": 2
}

=====

# 3
{
  "formula": "N2O5S2",
  "method": "ωB97M-V/def2-TZVPD",
  "species": ["S", "S", "O", "O", "O", "O", "O", "N", "N"],
  "coordinates": [[0.810, 0.794, -2.261], [-0.837, 0.733, 0.440], [-0.121, -1.487, 3.311], [1.812, -0.233, -2.019], [-0.244, 0.371, -3.240], [1.403, 2.103, -2.603], [-1.957, -1.265, 2.264], [-0.731, -0.972, 2.367], [-0.136, -0.044, 1.741]],
  "charge": -2,
  "mol_weight_g_mol": 172.14,
  "e_above_lowest_kcal_mol": 11.0,
  "fmax_ha_per_bohr": 0.0579,
  "gap_ha": [0.1939, 0.1939]
}

=====

# 4
{
  "formula": "C24H26AsN3OSe3TeV",
  "method": "ωB97M-V/def2-TZVPD",
  "species": ["Te", "Se", "Se", "Se", "As", "V", "O", "N", "N", "N", "C", "C", "C", "C", "C", "C", "C", "C", "C", "C", "C", "C", "C", "C", "C", "C", "C", "C", "C", "C", "C", "C", "C", "C", "H", "H", "H", "H", "H", "H", "H", "H", "H", "H", "H", "H", "H", "H", "H", "H", "H", "H", "H", "H", "H", "H", "H", "H", "H", "H"],
  "coordinates": [[0.985, 1.041, 0.639], [2.007, -1.368, 1.973], [-0.389, 2.730, -0.650], [0.012, -3.876, 0.642], [-1.964, -1.040, -2.114], [0.088, -1.422, 0.350], [-0.905, -0.468, -0.984], [1.785, -1.503, -0.673], [3.424, 4.022, -3.132], [-1.492, -1.802, 1.431], [3.324, -2.178, -2.349], [-3.789, -0.866, -1.458], [-1.711, 0.207, -3.587], [4.017, -2.118, -0.049], [-0.366, 2.883, 4.968], [4.303, -2.387, -1.377], [0.680, 3.137, 2.829], [-1.581, -2.878, -2.641], [-0.677, 1.566, 4.674], [1.903, 2.350, -2.384], [-3.390, -1.743, 2.858], [0.324, 3.664, 4.056], [-0.299, 1.022, 3.458], [-2.514, -1.137, 1.978], [-1.334, -3.107, 1.713], [2.711, 4.929, -2.493], [1.563, 4.632, -1.767], [-3.168, -3.070, 3.224], [2.732, -1.689, 0.262], [3.026, 2.768, -3.084], [1.155, 3.310, -1.715], [0.361, 1.816, 2.529], [2.082, -1.727, -1.955], [-2.126, -3.770, 2.644], [1.294, -1.497, -2.676], [5.277, -2.758, -1.657], [-3.978, -1.572, -0.648], [1.610, 1.303, -2.368], [3.644, 2.060, -3.621], [-0.512, -0.022, 3.241], [-3.827, -3.555, 3.926], [-2.405, -3.272, -3.235], [-1.765, 1.212, -3.148], [1.206, 3.739, 2.098], [-4.213, -1.179, 3.265], [-2.624, -0.098, 1.673], [0.602, 4.676, 4.307], [-1.452, -3.507, -1.751], [1.012, 5.401, -1.251], [-0.712, 0.053, -4.005], [-2.456, 0.102, -4.375], [-3.916, 0.156, -1.088], [3.529, -2.372, -3.389], [-0.656, 3.301, 5.918], [-0.663, -2.914, -3.234], [-1.918, -4.803, 2.879], [-4.490, -1.049, -2.271], [-1.201, 0.955, 5.394], [4.746, -2.231, 0.741], [3.086, 5.941, -2.544]],
  "charge": 1,
  "mol_weight_g_mol": 862.84,
  "e_above_lowest_kcal_mol": 23.8,
  "fmax_ha_per_bohr": 0.0465,
  "gap_ha": [0.2645, 0.2709],
  "s_squared": 2.03,
  "spin_multiplicity": 3
}